(1)
Molecular formula: CH3NO2S
Method: DFT, ωB97M-V with the def2-TZVPD basis set

Geometry (Å):
C (-2.26207, -3.38508, -0.64666)
N (0.59855, 0.59769, -0.60498)
O (-1.22759, -3.12007, -1.01673)
O (0.45797, 2.24360, 1.54510)
S (-0.43649, 1.10191, 0.58408)
H (0.99558, 1.56100, 2.03393)
H (0.79360, 1.25514, -1.42516)
H (1.08046, -0.25418, -0.46957)

Atomic forces in eV per Å
0.64 0.17 -0.23
-0.95 2.48 -1.03
-0.63 -0.15 0.23
0.26 -2.68 -0.08
0.61 0.88 -0.26
-0.43 1.57 -0.19
-0.25 -1.79 1.73
0.75 -0.48 -0.18

Results
ΔE to the lowest compared entry with this formula, charge and spin	75.6	kJ/mol
F_max	2.845	eV Å⁻¹
electronic energy	-643.28537	Ha
multiplicity	1


(2)
Molecular formula: C11H44O11
Method: DFT, ωB97M-V with the def2-TZVPD basis set

Geometry (Å):
C (2.34520, 3.43828, 3.00073)
C (1.95560, 2.05583, 3.41682)
O (0.52994, 1.92467, 3.45473)
H (1.87290, 4.04661, 3.77208)
H (1.94249, 3.67734, 2.01647)
H (3.41372, 3.64032, 3.07517)
H (2.25359, 1.80571, 4.43503)
H (2.33611, 1.27389, 2.75965)
H (0.22133, 1.11150, 3.86108)
C (1.25649, 3.60521, -1.93884)
C (2.33799, 3.59806, -0.86205)
O (3.47040, 3.06401, -1.45266)
H (1.46630, 4.40023, -2.65441)
H (0.31387, 3.78750, -1.42276)
H (1.20823, 2.63126, -2.42586)
H (2.10042, 2.89119, -0.06707)
H (2.59046, 4.57976, -0.46126)
H (3.76188, 3.67620, -2.13227)
C (-1.54550, -2.66152, -2.51273)
C (-1.45622, -4.21634, -2.25976)
O (-0.14804, -4.55037, -1.77240)
H (-0.68071, -2.27359, -3.05102)
H (-1.47889, -2.20124, -1.52692)
H (-2.46552, -2.42224, -3.04603)
H (-1.65385, -4.69655, -3.21811)
H (-2.20566, -4.61365, -1.57523)
H (-0.26670, -5.15371, -1.03518)
C (-4.06747, -0.02194, -1.16878)
O (-4.17159, 1.25790, -1.74466)
H (-3.01825, -0.29598, -1.05852)
H (-4.52042, 0.05245, -0.18014)
H (-4.61175, -0.74212, -1.77968)
H (-3.90450, 1.21486, -2.66575)
C (0.48819, -3.23673, 2.26038)
O (1.04069, -1.94162, 2.48108)
H (0.00005, -3.62744, 3.15322)
H (-0.18656, -3.37469, 1.41552)
H (1.32740, -3.90954, 2.08384)
H (0.44465, -1.40613, 3.00984)
C (-3.16978, 0.84716, 2.87184)
O (-2.81081, -0.48677, 3.25003)
H (-4.23286, 1.02159, 3.03777)
H (-2.59110, 1.56283, 3.45583)
H (-2.95505, 0.88101, 1.80374)
H (-3.44707, -1.08677, 2.85409)
C (-0.03292, 0.07194, 0.18057)
O (-0.77962, 1.12550, -0.37164)
H (0.72476, 0.43117, 0.87697)
H (-0.64259, -0.57235, 0.81405)
H (0.40967, -0.53710, -0.60765)
H (-0.73593, 0.97703, -1.31908)
C (2.75060, -2.40667, -2.56913)
O (2.32976, -3.09448, -1.42239)
H (2.21512, -2.82887, -3.41949)
H (2.50612, -1.34627, -2.50696)
H (3.80362, -2.57917, -2.79159)
H (1.49698, -3.49675, -1.67977)
O (2.83198, -1.28646, 0.38285)
H (2.25036, -1.45959, 1.12311)
H (2.61913, -1.96843, -0.25421)
O (-1.03404, 3.06800, 1.49928)
H (-0.94629, 2.55067, 0.69872)
H (-0.46680, 2.62823, 2.13258)
O (-0.72817, 0.61730, -3.03255)
H (-1.52554, 0.78385, -3.53524)
H (-0.13565, 0.19584, -3.65506)

Atomic forces in eV per Å
-0.61 0.26 0.76
-0.03 -1.73 0.44
-0.65 0.72 -0.41
-0.08 0.60 -0.32
0.12 0.12 0.13
0.00 -0.34 -0.25
0.71 0.25 0.02
0.30 0.03 -0.18
0.39 -0.05 0.06
-0.40 0.46 1.23
-0.62 -0.52 -0.60
2.01 -0.59 -0.45
-0.15 -0.05 -0.16
-0.32 0.16 -0.38
0.09 0.10 0.03
-0.27 0.26 0.14
-0.52 0.19 0.25
0.14 -0.04 -0.11
0.25 -1.50 1.18
0.18 1.23 -0.97
-0.36 0.09 -0.11
-0.01 -0.39 -0.28
-0.39 0.37 -0.08
0.03 0.13 0.18
0.30 -0.32 -0.07
-0.14 0.46 0.14
0.24 -0.05 0.00
0.06 0.12 0.03
-0.10 0.65 -0.23
0.04 -0.26 0.08
0.00 -0.14 -0.06
0.01 -0.34 0.16
-0.05 0.00 0.03
0.57 -0.65 0.60
-0.32 -0.32 -0.18
-0.17 0.16 0.09
-0.15 0.70 -0.18
0.13 0.12 -0.09
-0.25 -0.07 -0.10
-0.10 -0.69 -0.59
0.19 -0.23 0.72
-0.07 0.13 0.08
0.06 -0.16 -0.27
0.04 0.93 0.02
0.02 0.01 0.01
0.11 -0.42 0.71
-0.17 -0.06 -0.07
0.33 0.22 -0.39
-0.47 -0.19 -0.12
0.29 0.01 0.18
-0.18 0.38 -0.30
-0.12 -0.11 -1.11
0.06 -0.53 -0.06
-0.05 0.14 -0.33
0.30 0.17 0.07
0.09 0.25 0.38
-0.44 -0.38 0.49
0.57 0.85 0.30
-0.17 0.01 0.38
-0.11 -0.46 -0.16
-0.37 0.84 0.05
-0.08 -0.31 -0.45
0.27 -0.14 0.44
-0.04 -0.09 -0.17
-0.24 0.15 -0.06
0.32 -0.09 -0.08

Results
ΔE to the lowest compared entry with this formula, charge and spin	60.0	kJ/mol
F_max	2.145	eV Å⁻¹
electronic energy	-1272.98837	Ha
SMILES	CCO.CCO.CCO.CO.CO.CO.CO.CO.O.O.O
multiplicity	1


(3)
Molecular formula: C4H15N2O
Method: DFT, ωB97M-V with the def2-TZVPD basis set

Geometry (Å):
C (1.54190, 0.02924, -0.65065)
N (1.57208, -0.54700, 0.67711)
C (2.06291, 0.30913, 1.75246)
C (0.09267, 0.63346, -0.88368)
N (-0.81040, -0.14845, -0.04440)
C (-1.12540, -1.49740, -0.64553)
H (1.81293, -0.69091, -1.41683)
H (2.19668, 0.89899, -0.69049)
H (2.08513, -1.41161, 0.72686)
H (2.13936, -0.24072, 2.69106)
H (1.50070, 1.23418, 1.89127)
H (3.10799, 0.62552, 1.59080)
H (-0.18307, 0.41813, -1.91123)
H (0.22650, 1.65391, -0.56146)
H (-0.25425, -0.38376, 0.80175)
H (-1.73030, 0.29798, 0.11016)
H (-1.36406, -1.25671, -1.68498)
H (-2.03848, -1.89691, -0.21788)
H (-0.24414, -2.10914, -0.60632)
H (-3.17002, 1.91590, 0.09742)
H (-4.15522, 1.11287, -0.69606)
O (-3.26350, 1.05332, -0.32936)

Atomic forces in eV per Å
-0.54 0.63 0.37
0.12 -0.33 0.65
1.35 0.39 0.18
1.76 -1.42 -0.19
-1.14 -0.85 0.37
-0.45 1.44 -1.09
0.02 -0.06 0.06
0.38 -0.19 -0.34
0.03 -0.17 -0.27
-0.57 -0.03 -0.04
-0.33 -0.24 -0.04
-0.22 0.06 -0.28
-0.11 0.95 -0.13
-1.03 0.39 -0.19
-0.01 0.25 0.18
0.44 0.04 0.04
0.06 -0.41 -0.01
0.31 -0.23 0.43
0.10 -0.45 0.24
0.05 -0.03 0.02
0.06 -0.38 -0.09
-0.26 0.63 0.14

Results
ΔE to the lowest compared entry with this formula, charge and spin	113.1	kJ/mol
total charge	+1
F_max	2.272	eV Å⁻¹
electronic energy	-345.90262	Ha
multiplicity	1


(4)
Molecular formula: H3N3O2S
Method: DFT, ωB97M-V with the def2-TZVPD basis set

Geometry (Å):
N (-1.29554, -0.35152, 0.40447)
N (0.04442, 0.19210, -0.28273)
S (0.07675, 1.88751, -0.33333)
N (1.16765, -0.59959, -0.36773)
O (1.00442, -1.76099, -0.47897)
O (2.23101, -0.10362, -0.45676)
H (-1.13769, -1.16395, 0.94491)
H (-1.96996, -0.40794, -0.36025)
H (-0.12105, 2.30801, 0.93039)

Atomic forces in eV per Å
2.35 2.82 -2.03
-3.99 0.15 1.98
0.28 0.00 -0.72
-0.30 0.16 -0.25
-1.73 -3.27 0.32
2.18 2.57 0.13
0.49 -1.21 -0.02
0.52 -0.59 0.29
0.20 -0.63 0.30

Results
ΔE to the lowest compared entry with this formula, charge and spin	267.5	kJ/mol
F_max	4.456	eV Å⁻¹
electronic energy	-714.53041	Ha
SMILES	NN(S)[N+](=O)[O-]
multiplicity	1